Entry 1:
Here is 4 unconnected molecules or ions with the total composition C6H14O2 from OMol25. Energies are from ωB97M-V/def2-TZVPD.

Cartesian coordinates (Å):
1 O 3.29089 0.24171 -1.61040
2 O 0.27544 -2.87436 0.81696
3 C -0.44569 0.86874 -0.17965
4 C -1.35103 -0.25739 -0.05153
5 C 1.55061 2.01547 0.62268
6 C -2.81064 0.00143 -0.29732
7 C 0.59523 1.04336 0.70075
8 C -3.39141 1.14325 -0.06520
9 H 2.40114 -2.30768 -0.14393
10 H 0.57662 -3.76359 0.66110
11 H 2.34472 1.97190 1.28961
12 H 1.10094 -2.49527 0.56803
13 H 1.47499 2.67728 -0.22309
14 H -3.37886 -0.88610 -0.45020
15 H -2.84103 1.98859 0.20219
16 H 3.90163 0.25331 -0.87547
17 H 0.74416 0.20569 1.43414
18 H -0.45938 1.44026 -1.07066
19 H -4.41904 1.25207 -0.02486
20 H -1.19395 -0.76638 0.90174
21 H 3.01903 -0.73441 -1.39220
22 H -0.98437 -1.01787 -0.81272

Forces on atoms 1 to 6 (eV/Å):
-0.732 -2.584 0.750
-1.999 -0.642 0.726
0.238 -0.684 0.101
0.136 -0.627 -0.614
-1.868 -1.222 -1.763
0.909 -0.901 0.539

LUMO = -3.14 eV
multiplicity = 1
M = 118.18 Da
charge = 0
HOMO level = -6.547 eV
gap between HOMO and LUMO = 3.411 eV
relative energy (zero: lowest compared OMol25 entry of this formula, charge and spin) = 781.2 kJ/mol
DFT total energy = -10536.520 eV

These are the Mulliken partial charges, in e, on atoms 1 to 8:
1 O -0.829
2 O -0.805
3 C -0.010
4 C -0.391
5 C -0.711
6 C -0.231
7 C 0.015
8 C -0.840

Entry 2:
Here is 2 unconnected molecules or ions with the total composition C6H14O2S2 from OMol25. Energies are from ωB97M-V/def2-TZVPD.

Cartesian coordinates (Å):
1 S -0.43522 -2.63666 -0.57319
2 S -1.10846 -0.93378 0.61221
3 O 2.99517 -1.36270 1.02184
4 O -0.23109 0.18577 0.28196
5 C 3.23538 0.87157 1.75128
6 C 3.65800 0.08233 -0.73495
7 C -2.51857 -0.30140 -1.66980
8 C 3.26360 -0.23405 0.71180
9 C -2.77887 -0.62641 -0.14264
10 C -3.30092 0.57301 0.61750
11 H -3.03240 1.51946 0.11166
12 H -3.50333 0.08673 -2.02602
13 H 3.02359 1.78941 1.18786
14 H 2.92527 0.55474 -1.27944
15 H 0.79075 -2.25185 -0.30989
16 H 3.96163 -0.92129 -1.27916
17 H -2.28604 -1.26911 -2.18931
18 H -1.62796 0.43429 -1.61689
19 H 4.66184 0.67620 -0.80868
20 H -4.37980 0.57567 0.63016
21 H 2.48194 0.63682 2.54749
22 H -3.51563 -1.43454 -0.07728
23 H 4.19664 0.89625 2.07495
24 H -3.04574 0.50192 1.71994

Forces on atoms 1 to 6 (eV/Å):
-1.169 0.327 -0.013
-0.494 -1.731 0.883
-0.216 -0.784 0.097
0.131 0.803 -0.585
-3.304 -0.336 -1.850
4.606 -2.400 0.274

LUMO = 0.53 eV
multiplicity = 1
M = 182.31 Da
charge = 0
HOMO level = -8.957 eV
gap between HOMO and LUMO = 9.484 eV
relative energy (zero: lowest compared OMol25 entry of this formula, charge and spin) = 122.7 kJ/mol
DFT total energy = -32212.793 eV

These are the Mulliken partial charges, in e, on atoms 1 to 8:
1 S -0.251
2 S 0.406
3 O -0.551
4 O -0.509
5 C -1.140
6 C -1.076
7 C -1.167
8 C 0.841

Entry 3:
Here is C6H14O2Si in the gas phase from OMol25. Energies are from ωB97M-V/def2-TZVPD.

Cartesian coordinates (Å):
1 Si 0.30912 -0.11785 0.83665
2 O 0.08957 1.30774 -0.03640
3 O -1.30047 2.70350 -1.36605
4 C -0.48107 1.59522 -1.25101
5 C -1.96971 1.46643 -1.43353
6 C -1.34571 -1.05724 0.97497
7 C 0.41432 1.32600 -2.37240
8 C 1.58739 -1.28943 0.05684
9 C 0.89599 0.53975 2.50497
10 H 2.21893 -1.91136 0.63164
11 H 1.10874 -1.92846 -0.77952
12 H 0.25913 1.73851 -3.43695
13 H 1.44640 1.62602 -2.13266
14 H -2.48592 1.15815 -2.41559
15 H -2.52018 1.23264 -0.52857
16 H 0.56273 0.19884 -2.60738
17 H 1.89655 0.02440 2.66033
18 H -2.11136 -0.46642 1.63145
19 H -0.90014 -1.93494 1.51302
20 H 1.04688 1.58110 2.64491
21 H -2.01629 -1.42320 0.16771
22 H 2.26202 -0.71608 -0.59311
23 H 0.19635 0.25843 3.32491

Forces on atoms 1 to 6 (eV/Å):
-0.837 0.622 -0.593
0.152 0.206 0.240
0.163 1.361 0.358
-1.848 -1.449 -0.476
-0.154 -1.110 -0.784
-0.766 0.642 1.263

LUMO = 0.75 eV
multiplicity = 1
M = 146.26 Da
charge = 0
HOMO level = -9.771 eV
gap between HOMO and LUMO = 10.522 eV
relative energy (zero: lowest compared OMol25 entry of this formula, charge and spin) = 109.0 kJ/mol
DFT total energy = -18421.448 eV
SMILES string = C[C@]1(O[Si](C)(C)C)CO1

These are the Mulliken partial charges, in e, on atoms 1 to 8:
1 Si 0.532
2 O -0.318
3 O -0.506
4 C 1.097
5 C -0.634
6 C -1.072
7 C -1.199
8 C -1.180

Entry 4:
Here is C6H14O3 in the gas phase from OMol25. Energies are from ωB97M-V/def2-TZVPD.

Cartesian coordinates (Å):
1 O 1.60602 -0.89979 -1.93618
2 O 1.87205 -0.57102 0.28177
3 O 3.12889 0.65171 -1.20091
4 C -1.31378 -1.25323 -0.24844
5 C -1.66165 0.34292 1.66436
6 C -1.06972 1.21945 -0.55743
7 C 0.71642 -0.10573 0.96951
8 C 1.91017 0.03803 -0.96220
9 C -0.87220 0.06208 0.38580
10 H 2.24302 -1.62903 -1.86692
11 H 0.94849 0.85634 1.43947
12 H -2.72173 0.45254 1.43045
13 H -1.92963 1.05561 -1.20568
14 H -1.14126 -2.08809 0.42905
15 H -2.37878 -1.21859 -0.47722
16 H -1.54486 -0.46562 2.38371
17 H 0.59169 -0.85127 1.75651
18 H -0.76749 -1.43496 -1.17136
19 H -1.16311 2.17289 -0.03960
20 H 1.16562 0.90853 -1.17584
21 H -0.14104 1.35943 -1.23960
22 H 3.84308 0.13690 -0.79729
23 H -1.32018 1.26090 2.13802

Forces on atoms 1 to 6 (eV/Å):
0.043 -0.453 -0.443
-1.096 0.871 -0.708
0.778 -0.122 0.351
0.139 0.165 0.046
0.180 -0.232 -0.067
1.826 0.696 -1.533

LUMO = 0.77 eV
multiplicity = 1
M = 134.18 Da
charge = 0
HOMO level = -9.929 eV
gap between HOMO and LUMO = 10.702 eV
relative energy (zero: lowest compared OMol25 entry of this formula, charge and spin) = 165.8 kJ/mol
DFT total energy = -12590.379 eV
SMILES string = CC(C)(C)COC(O)O

These are the Mulliken partial charges, in e, on atoms 1 to 8:
1 O -0.435
2 O -0.364
3 O -0.538
4 C -1.723
5 C -1.900
6 C -1.287
7 C -1.011
8 C 0.535

Entry 5:
Here is a gas-phase ion, C6H14P (charge +1) from OMol25. Energies are from ωB97M-V/def2-TZVPD.

Cartesian coordinates (Å):
1 P -0.84544 0.00000 -0.01042
2 C 1.00074 -0.00008 0.06822
3 C -1.82426 1.51681 -0.20360
4 C 1.70813 1.26599 -0.33835
5 C 0.25791 -0.00002 1.41650
6 C 1.70778 -1.26634 -0.33839
7 C -1.82472 -1.51652 -0.20353
8 H -2.64594 -1.49777 0.51426
9 H 1.15653 -2.15808 -0.04913
10 H -2.22842 -1.56415 -1.21474
11 H -1.20185 -2.39009 -0.02153
12 H -1.20109 2.39017 -0.02160
13 H -2.22784 1.56452 -1.21485
14 H 1.88074 -1.29160 -1.41201
15 H 1.15713 2.15789 -0.04909
16 H 2.67781 -1.30009 0.15619
17 H 0.33021 -0.90292 2.01037
18 H 2.67812 1.29944 0.15632
19 H 1.88119 1.29125 -1.41195
20 H 0.33038 0.90305 2.01037
21 H -2.64555 1.49838 0.51410

Forces on atoms 1 to 6 (eV/Å):
-0.002 0.001 0.804
-0.429 -0.001 0.013
0.179 -0.314 -0.172
-0.089 0.136 -0.040
0.134 0.004 -0.387
-0.089 -0.136 -0.040

LUMO = -3.17 eV
multiplicity = 1
M = 117.15 Da
charge = +1
HOMO level = -14.627 eV
gap between HOMO and LUMO = 11.461 eV
relative energy (zero: lowest compared OMol25 entry of this formula, charge and spin) = 83.9 kJ/mol
DFT total energy = -15731.068 eV

These are the Mulliken partial charges, in e, on atoms 1 to 8:
1 P 0.485
2 C 1.345
3 C -1.025
4 C -1.429
5 C -0.930
6 C -1.429
7 C -1.025
8 H 0.363

Entry 6:
Here is 2 unconnected molecules or ions with the total composition C6H14Si from OMol25. Energies are from ωB97M-V/def2-TZVPD.

Cartesian coordinates (Å):
1 Si -0.98298 -0.87757 -0.84888
2 C 0.97281 3.25114 0.93798
3 C -1.01242 -3.61465 0.04010
4 C -1.61901 -2.23542 0.38520
5 C 0.92602 1.94771 0.17624
6 C -0.03477 1.08971 0.50324
7 C 2.01599 1.56086 -0.79594
8 H 0.06126 3.75626 0.78549
9 H -0.02793 -3.67277 0.34146
10 H -1.48981 -4.38716 0.60141
11 H -1.18828 -3.86623 -1.00796
12 H 1.74261 4.02156 0.69543
13 H -1.48348 -1.94251 1.47641
14 H -1.99437 0.01244 -1.23359
15 H 2.00904 0.49047 -0.96266
16 H 2.98230 2.05156 -0.60799
17 H 1.21218 2.83088 1.93267
18 H -2.68279 -2.26716 0.08315
19 H -0.17517 -1.51440 -1.88647
20 H -0.93764 1.35498 1.10380
21 H 1.70644 2.01030 -1.71908

Forces on atoms 1 to 6 (eV/Å):
2.138 1.208 3.797
1.967 -0.424 0.224
-2.153 0.733 -0.175
0.190 0.599 -0.495
0.359 -1.016 -0.027
-2.042 -2.144 -1.844

LUMO = 0.81 eV
multiplicity = 1
M = 114.26 Da
charge = 0
HOMO level = -8.442 eV
gap between HOMO and LUMO = 9.255 eV
relative energy (zero: lowest compared OMol25 entry of this formula, charge and spin) = 337.3 kJ/mol
DFT total energy = -14323.076 eV

These are the Mulliken partial charges, in e, on atoms 1 to 8:
1 Si 0.514
2 C -1.298
3 C -1.288
4 C -0.434
5 C 1.052
6 C -0.934
7 C -1.254
8 H 0.333

- Look up the multiplicity of the first one.
  1